Here is one molecule with the formula C12H7N3O4S in a non-equilibrium geometry from the OMol25 dataset. Energies are from ωB97M-V/def2-TZVPD.

As for the energy relative to the best compared isomer or geometry (same formula, charge and spin): 5.37 kcal per mole. As for the structure (SMILES): O=[N+]([O-])c1cc(/C=N/c2cc(-c3ccco3)no2)cs1. The HOMO-LUMO gap comes out at 8.0 eV.

CARTESIAN COORDINATES (ANGSTROEM)
O  3.65239  -4.61269  -1.54983
N  3.88611  -4.82635  -0.39876
O  4.43965  -5.72984  0.14368
C  3.36831  -3.87132  0.51443
C  2.37383  -2.91399  0.33232
C  2.00006  -2.06908  1.53786
C  0.80033  -1.20922  1.46759
N  0.83459  -0.24380  0.52799
C  -0.37863  0.30065  0.43346
C  -0.58151  1.51751  -0.17741
C  -2.02212  1.60313  -0.39870
C  -2.51712  2.87670  -0.86959
C  -3.84579  3.12723  -1.06500
C  -3.81683  4.42505  -1.69354
C  -2.58514  4.75315  -1.93208
O  -1.68431  3.85368  -1.49575
N  -2.61323  0.51772  0.03484
O  -1.60176  -0.32950  0.60623
C  2.93906  -2.29490  2.47204
S  4.06311  -3.60448  2.06929
H  1.88824  -3.03608  -0.65271
H  0.01406  -1.42341  2.17856
H  0.16535  2.15571  -0.35505
H  -4.59862  2.33946  -0.94587
H  -4.76724  4.80276  -1.98186
H  -2.32213  5.75868  -2.27894
H  2.90933  -1.86678  3.47679

Atomic partial charges in e from the natural (NBO) method, atoms 1 to 2:
1. O -0.352
2. N 0.529